{"formula": "C5H15NO2", "method": "wB97M-V/def2-TZVPD", "symbols": ["O", "O", "N", "C", "C", "C", "C", "C", "H", "H", "H", "H", "H", "H", "H", "H", "H", "H", "H", "H", "H", "H", "H"], "coordinates": [[-3.98301, -1.65101, -0.13119], [-1.55005, 1.88488, -3.09438], [1.66122, 1.28805, -2.33063], [0.87097, -0.03296, -0.48826], [1.85179, 0.35930, -1.29532], [-0.35490, -0.58563, 2.79350], [1.06260, -0.97020, 0.67929], [0.90332, -0.18613, 2.03478], [2.78194, -0.19253, -1.25812], [-0.46818, -1.66446, 2.78936], [-4.11846, -0.89894, -0.71572], [-1.40506, 1.02015, -2.69519], [1.76450, -0.56562, 2.58899], [2.52503, 1.74631, -2.60819], [-1.24879, -0.17790, 2.32089], [0.37438, -1.80132, 0.66083], [1.04675, 0.88087, 1.88386], [-3.52698, -1.28688, 0.63392], [-0.79635, 1.98583, -3.68546], [-0.32645, -0.19569, 3.81305], [-0.13760, 0.37966, -0.45995], [2.08856, -1.34386, 0.69465], [0.98478, 2.00808, -2.13073]], "energy_ev": -11012.5840, "charge": 0, "lumo_ev": 0.641, "homo_ev": -8.270}

{"formula": "C5H15NO3", "method": "wB97M-V/def2-TZVPD", "symbols": ["O", "O", "O", "N", "C", "C", "C", "C", "C", "H", "H", "H", "H", "H", "H", "H", "H", "H", "H", "H", "H", "H", "H", "H"], "coordinates": [[2.01967, -0.21053, -3.07799], [-2.78140, 2.63001, 0.43403], [3.43855, -1.32634, -0.07090], [-0.81874, 0.10260, -0.23564], [-1.27702, -1.83261, 1.20637], [-0.63704, -1.34606, -0.10302], [0.20451, 0.92679, 0.38321], [-1.92007, 2.06992, 1.08623], [-0.46074, 2.29860, 0.73206], [-0.98340, -1.21762, 2.05481], [0.13655, 2.81879, 1.48548], [-0.99048, -2.87392, 1.42422], [-2.23206, 1.36122, 1.85393], [1.08494, 1.05527, -0.25889], [0.34902, -1.78721, -0.24887], [-1.29554, 0.31299, -1.09363], [3.09297, -1.30396, -0.97790], [-1.31331, -1.79237, -0.84343], [0.48491, 0.37857, 1.28290], [-2.35046, -1.98607, 1.10161], [3.67174, -0.42463, 0.11697], [1.24562, 0.35393, -2.87646], [-0.40947, 2.90926, -0.16540], [1.74125, -1.11664, -3.20970]], "energy_ev": -13059.6954, "charge": 0, "lumo_ev": 0.391, "homo_ev": -8.927}

{"formula": "C5H15NP", "method": "wB97M-V/def2-TZVPD", "symbols": ["P", "N", "C", "C", "C", "C", "C", "H", "H", "H", "H", "H", "H", "H", "H", "H", "H", "H", "H", "H", "H", "H"], "coordinates": [[1.48050, 0.59581, 0.16657], [-1.31874, -0.14073, 0.45037], [-0.29186, 0.34675, -0.58202], [-1.39610, 0.77701, 1.60242], [-2.56107, -0.46577, -0.16801], [2.02879, -1.15761, 0.53005], [2.37063, 0.75318, -1.53632], [3.09945, -0.97909, 0.97085], [-0.44945, 0.94427, 2.17641], [-3.21221, -0.95014, 0.67996], [-2.36473, -1.09298, -1.15806], [-0.97759, -0.98788, 0.89814], [2.26596, -1.75311, -0.28709], [3.42628, 0.46340, -1.42842], [-0.75362, 1.17214, -1.06303], [1.94101, 0.18265, -2.44555], [-2.09709, 0.41926, 2.45984], [-3.28689, 0.28230, -0.51841], [-0.20651, -0.40486, -1.33014], [2.43588, 1.68961, -2.00666], [1.52752, -1.51921, 1.34435], [-1.66014, 1.82502, 1.24475]], "energy_ev": -16198.8164, "charge": 1, "lumo_ev": -3.041, "homo_ev": -12.902}

{"formula": "C5H15NSi", "method": "wB97M-V/def2-TZVPD", "symbols": ["Si", "N", "C", "C", "C", "C", "C", "H", "H", "H", "H", "H", "H", "H", "H", "H", "H", "H", "H", "H", "H", "H"], "coordinates": [[-0.42509, 0.46104, -0.42024], [-0.82330, 1.90991, 0.09647], [-3.25785, -0.33266, -0.33205], [1.53616, -0.99554, 0.75461], [2.32238, 0.53407, -1.04406], [1.22806, -0.46575, -0.62982], [-1.78877, -0.73534, -0.76687], [1.19769, -1.25509, -1.42679], [2.51118, 1.51228, -0.40238], [-0.23200, 2.72017, 0.02252], [0.41733, 1.12858, 2.94422], [1.93248, -0.15060, 1.36585], [3.41521, 0.12018, -1.02292], [2.50551, -1.66498, 0.81367], [-3.97924, -1.09942, -0.58352], [-1.92238, -1.07161, -1.82936], [-3.31005, -0.27942, 0.66789], [-1.49294, -1.62904, -0.16644], [-3.51212, 0.60462, -0.78921], [0.79288, 1.27823, 3.63311], [0.71488, -1.40741, 1.23684], [2.16997, 0.81780, -2.12152]], "energy_ev": -14793.7227, "charge": 0, "lumo_ev": 0.686, "homo_ev": -9.108}

> What is the formula in the fourth record?

C5H15NSi

Repeat the third record exactly.
{"formula": "C5H15NP", "method": "wB97M-V/def2-TZVPD", "symbols": ["P", "N", "C", "C", "C", "C", "C", "H", "H", "H", "H", "H", "H", "H", "H", "H", "H", "H", "H", "H", "H", "H"], "coordinates": [[1.48050, 0.59581, 0.16657], [-1.31874, -0.14073, 0.45037], [-0.29186, 0.34675, -0.58202], [-1.39610, 0.77701, 1.60242], [-2.56107, -0.46577, -0.16801], [2.02879, -1.15761, 0.53005], [2.37063, 0.75318, -1.53632], [3.09945, -0.97909, 0.97085], [-0.44945, 0.94427, 2.17641], [-3.21221, -0.95014, 0.67996], [-2.36473, -1.09298, -1.15806], [-0.97759, -0.98788, 0.89814], [2.26596, -1.75311, -0.28709], [3.42628, 0.46340, -1.42842], [-0.75362, 1.17214, -1.06303], [1.94101, 0.18265, -2.44555], [-2.09709, 0.41926, 2.45984], [-3.28689, 0.28230, -0.51841], [-0.20651, -0.40486, -1.33014], [2.43588, 1.68961, -2.00666], [1.52752, -1.51921, 1.34435], [-1.66014, 1.82502, 1.24475]], "energy_ev": -16198.8164, "charge": 1, "lumo_ev": -3.041, "homo_ev": -12.902}

> Which value of charge does entry 4 give?

0